[1]
Molecular formula: C4H7N3
Method: DFT, ωB97M-V/def2-TZVPD

Results
LUMO level	0.26	eV
energy relative to the best compared isomer or geometry (same formula, charge and spin)	275.60	kJ/mol
frontier orbital gap	10.04	eV
structure (SMILES)	NCC1C=NN=C1
2S+1	1
calculated total energy	-320.77833	Ha

Last column: Löwdin charge in e.
CARTESIAN COORDINATES (ANGSTROEM)
N 1.760 -0.172 -0.974  -0.0493
C 1.601 0.003 0.410  -0.3616
C 0.167 -0.154 0.904  -0.2812
C -0.718 -1.119 0.217  -0.1117
N -1.715 -0.589 -0.486  0.0409
N -1.473 0.801 -0.471  0.0070
C -0.566 1.090 0.411  -0.1290
H 1.061 0.516 -1.518  0.1251
H 2.720 0.379 -1.278  0.1456
H 1.890 1.090 0.850  0.1425
H 2.315 -0.731 0.975  0.1396
H 0.246 -0.369 1.955  0.1406
H -0.669 -2.179 0.239  0.1002
H -0.476 2.099 0.646  0.0913

=====

[2]
Molecular formula: C6H7NS
Method: DFT, ωB97M-V/def2-TZVPD

Results
LUMO level	0.82	eV
energy relative to the best compared isomer or geometry (same formula, charge and spin)	303.66	kJ/mol
frontier orbital gap	9.77	eV
structure (SMILES)	C[C@H]1Cc2ncsc21
2S+1	1
calculated total energy	-685.65423	Ha

Last column: Löwdin charge in e.
CARTESIAN COORDINATES (ANGSTROEM)
C -1.694 -1.045 0.373  -0.0732
C -0.910 -0.231 -0.660  -0.3413
C -0.946 1.222 -0.109  0.0559
C 0.885 0.839 0.066  -0.2455
N 2.136 1.146 0.318  0.0057
C 2.884 0.135 0.076  -0.4859
S 2.041 -1.321 -0.350  1.0135
C 0.597 -0.379 -0.449  -0.5008
H -2.740 -0.695 0.386  0.0906
H -1.151 -0.792 1.271  0.0773
H -1.584 -2.103 0.211  0.0709
H -1.196 -0.301 -1.702  0.1310
H -1.252 1.459 0.885  0.0849
H -0.994 1.936 -0.791  0.0282
H 3.922 0.129 0.475  0.0888

=====

[3]
Molecular formula: CH2BrN2O3
Method: DFT, ωB97M-V/def2-TZVPD

Results
LUMO level (spin up / spin down)	-8.41 / -8.59	eV
energy relative to the best compared isomer or geometry (same formula, charge and spin)	514.47	kJ/mol
frontier orbital gap (spin up / spin down)	5.24 / 4.94	eV
charge	+1
2S+1	1
calculated total energy	-2947.87385	Ha

Last column: Löwdin charge in e.
CARTESIAN COORDINATES (ANGSTROEM)
C -0.210 -0.695 -0.174  -0.0524
N -0.669 -1.744 0.096  -0.0452
N 0.144 0.390 -0.872  -0.0003
O -1.164 -2.629 0.535  0.2548
O -0.856 1.238 1.066  -0.7180
O 1.233 1.091 -0.877  0.1127
Br -0.080 0.978 2.492  1.0615
H -0.399 0.744 -1.713  0.2376
H 2.001 0.628 -0.552  0.1493

=====

[4]
Molecular formula: C4H6OS
Method: DFT, ωB97M-V/def2-TZVPD

Results
LUMO level	0.84	eV
energy relative to the best compared isomer or geometry (same formula, charge and spin)	192.57	kJ/mol
frontier orbital gap	10.03	eV
structure (SMILES)	C=CSC(C)=O
2S+1	1
calculated total energy	-629.37382	Ha

Last column: Löwdin charge in e.
CARTESIAN COORDINATES (ANGSTROEM)
C -2.986 -0.009 -0.267  -0.0560
C -1.743 -0.335 0.107  -0.2417
S -0.145 0.633 -0.772  0.8569
C 1.174 -0.295 0.025  -0.8307
C 2.480 0.460 -0.010  -0.0925
O 0.913 -1.221 0.721  0.0054
H -3.718 -0.470 0.343  0.0447
H -3.340 0.723 -0.890  0.0262
H -1.284 -1.071 0.706  0.0252
H 2.583 1.525 -0.093  0.0641
H 2.941 0.120 0.932  0.0866
H 3.123 -0.061 -0.803  0.1120

=====

[5]
Molecular formula: C6H16
Method: DFT, ωB97M-V/def2-TZVPD

Results
LUMO level	1.14	eV
energy relative to the best compared isomer or geometry (same formula, charge and spin)	62.64	kJ/mol
frontier orbital gap	11.90	eV
structure (SMILES)	CCC.CCC
2S+1	1
calculated total energy	-238.17267	Ha

Last column: Löwdin charge in e.
CARTESIAN COORDINATES (ANGSTROEM)
C 1.316 -1.560 -0.577  -0.1120
C 0.844 -2.285 0.678  -0.3071
C -0.560 -2.910 0.474  -0.1298
H 1.047 -0.502 -0.530  0.0406
H 0.793 -1.945 -1.454  0.0695
H 2.379 -1.631 -0.753  0.0635
H 1.483 -3.117 0.989  0.0948
H 0.746 -1.616 1.537  0.0894
H -1.186 -2.232 -0.111  0.0650
H -0.480 -3.837 -0.102  0.0683
H -1.011 -3.135 1.436  0.0609
C -0.487 2.042 1.131  -0.1332
C 0.093 2.228 -0.249  -0.3320
C -0.943 2.459 -1.341  -0.1135
H -1.379 1.394 1.110  0.0714
H 0.175 1.587 1.870  0.0652
H -0.864 2.956 1.589  0.0692
H 0.909 1.531 -0.467  0.0746
H 0.760 3.106 -0.251  0.0983
H -1.933 2.369 -0.916  0.0600
H -0.886 1.714 -2.150  0.0681
H -0.816 3.386 -1.912  0.0690

=====

[6]
Molecular formula: C24H21GaNO4PS
Method: DFT, ωB97M-V/def2-TZVPD

Results
LUMO level	-6.15	eV
frontier orbital gap	8.93	eV
charge	+2
2S+1	1
calculated total energy	-3946.73113	Ha

Last column: Löwdin charge in e.
CARTESIAN COORDINATES (ANGSTROEM)
Ga -0.322 0.235 1.558  0.4684
O -2.326 0.270 1.969  -0.0405
C -2.800 -0.702 2.891  -0.0916
C -1.685 -1.585 3.224  -0.2243
C -1.878 -2.698 4.014  0.0258
C -0.814 -3.517 4.341  0.0203
C 0.476 -3.162 3.882  0.0395
C 0.611 -2.016 3.050  -0.0137
N -0.486 -1.311 2.731  0.0596
H -2.952 0.994 1.837  0.1584
H -3.616 -1.251 2.390  0.1707
H -3.150 -0.148 3.737  0.1562
H -2.897 -2.927 4.373  0.1542
H -0.963 -4.446 4.916  0.1444
H 1.331 -3.785 4.094  0.1243
H 1.525 -1.701 2.611  0.1154
O -0.022 2.180 2.044  -0.2827
S 1.486 2.077 1.880  0.6380
O 2.284 2.874 2.725  -0.1846
O 1.619 0.572 2.008  -0.3022
C 1.805 2.491 0.196  -0.2503
C 2.741 3.471 -0.049  -0.0148
C 3.116 3.797 -1.345  -0.0090
C 2.514 3.134 -2.381  -0.0182
C 1.578 2.110 -2.163  -0.0488
C 1.217 1.759 -0.866  -0.3021
P 0.038 0.372 -0.745  1.0890
C -1.405 0.790 -1.657  -0.3706
C -2.088 1.896 -1.172  -0.1111
C -3.081 2.515 -1.909  -0.0412
C -3.371 2.042 -3.192  -0.0289
C -2.759 0.885 -3.651  -0.0468
C -1.706 0.306 -2.948  -0.0492
C 0.934 -1.118 -1.243  -0.3449
C 0.233 -2.291 -1.481  -0.1121
C 0.897 -3.446 -1.784  -0.0627
C 2.288 -3.456 -1.827  -0.0293
C 3.014 -2.288 -1.593  -0.0255
C 2.338 -1.090 -1.337  -0.0475
H 3.179 3.970 0.799  0.1270
H 3.928 4.474 -1.488  0.1256
H 2.788 3.363 -3.398  0.1247
H 1.143 1.607 -3.022  0.1270
H -1.843 2.349 -0.215  0.1052
H -3.669 3.334 -1.493  0.1249
H -4.147 2.532 -3.800  0.1332
H -3.082 0.455 -4.564  0.1101
H -1.120 -0.493 -3.453  0.1297
H -0.862 -2.336 -1.480  0.1204
H 0.333 -4.358 -2.017  0.1296
H 2.722 -4.383 -2.116  0.1123
H 4.077 -2.217 -1.597  0.1122
H 2.828 -0.129 -1.282  0.1067

=====

Look up the 2S+1 of the fifth one. 1

=====

Copy entry 4 word for word.
Molecular formula: C4H6OS
Method: DFT, ωB97M-V/def2-TZVPD

Results
LUMO level	0.84	eV
energy relative to the best compared isomer or geometry (same formula, charge and spin)	192.57	kJ/mol
frontier orbital gap	10.03	eV
structure (SMILES)	C=CSC(C)=O
2S+1	1
calculated total energy	-629.37382	Ha

Last column: Löwdin charge in e.
CARTESIAN COORDINATES (ANGSTROEM)
C -2.986 -0.009 -0.267  -0.0560
C -1.743 -0.335 0.107  -0.2417
S -0.145 0.633 -0.772  0.8569
C 1.174 -0.295 0.025  -0.8307
C 2.480 0.460 -0.010  -0.0925
O 0.913 -1.221 0.721  0.0054
H -3.718 -0.470 0.343  0.0447
H -3.340 0.723 -0.890  0.0262
H -1.284 -1.071 0.706  0.0252
H 2.583 1.525 -0.093  0.0641
H 2.941 0.120 0.932  0.0866
H 3.123 -0.061 -0.803  0.1120